(1)
Computed, not measured: a molecular structure, C26H34BeN7O3SSb2 at a distorted geometry, with the ωB97M-V functional and the def2-TZVPD basis.

## Properties
frontier orbital gap	6.095	eV
total charge	+1
HOMO	-10.06	eV
E_LUMO	-3.964	eV

Element x y z (Å)
Be 1.1001 1.2854 -0.2108
C -0.6600 -4.3090 2.2508
Sb 0.1902 -2.6881 1.1653
C -0.4926 -3.2978 -0.7621
C -1.4730 -1.3296 1.5225
C -1.9098 -1.1215 2.9717
C -3.1876 -1.5513 3.3411
C -3.7022 -1.3514 4.6235
C -2.9258 -0.6943 5.5701
C -1.6472 -0.2803 5.2174
C -1.1204 -0.4993 3.9371
C 0.3211 -0.0932 3.7165
Sb 0.7580 1.4473 2.3134
C -0.6764 2.8851 2.9181
C 2.4894 2.2260 3.2544
H -0.0828 -5.2179 2.0655
H -1.6902 -4.4597 1.9185
H -0.6501 -4.0924 3.3187
H -1.5465 -3.5956 -0.7020
H 0.0964 -4.1497 -1.1080
H -0.3741 -2.5063 -1.5018
H -2.3032 -1.7549 0.9569
H -1.2025 -0.3727 1.0233
H -3.7962 -2.0564 2.5988
H -4.6976 -1.7049 4.8732
H -3.3000 -0.5187 6.5731
H -1.0245 0.2094 5.9647
H 0.9677 -0.9406 3.4590
H 0.7078 0.3329 4.6398
H -0.5634 3.0643 3.9869
H -1.6817 2.5002 2.7286
H -0.5336 3.8251 2.3786
H 2.2630 2.4387 4.3005
H 2.8036 3.1498 2.7606
H 3.3047 1.5000 3.2056
N 5.5305 5.0434 -2.2308
C 4.4458 4.7969 -1.9440
C 3.0538 4.4903 -1.5638
C 2.0598 5.4213 -1.6712
C 0.7740 5.0782 -1.2871
C 0.5402 3.8108 -0.8090
N 1.5060 2.9073 -0.7079
C 2.7406 3.2347 -1.0835
H 2.2861 6.4098 -2.0569
H -0.0416 5.7865 -1.3607
H -0.4552 3.4891 -0.5001
H 3.5070 2.4693 -1.0155
N 2.3694 0.0585 -0.5013
C 2.3330 -0.5622 -1.9406
C 1.8501 0.1725 -3.0400
C 1.4770 -0.4749 -4.2028
C 1.5463 -1.8613 -4.2687
C 2.1745 -2.5764 -3.2350
C 2.5753 -1.9176 -2.0697
S 0.6451 -2.6813 -5.5649
O 0.6283 -1.7156 -6.6418
O -0.6741 -2.8628 -4.9187
O 1.3662 -3.8994 -5.7935
H 2.0405 -0.6784 0.1088
H 3.3236 0.2201 -0.2021
H 1.7001 1.2217 -2.9780
H 1.0548 0.0677 -5.0475
H 2.2810 -3.6526 -3.3346
H 2.9754 -2.4816 -1.2293
N -4.0960 -0.3115 -1.8059
C -3.0953 -0.6789 -2.6212
N -3.3257 -1.3631 -3.6983
N -1.8086 -0.4132 -2.3912
C -1.1500 0.2576 -1.5296
N -0.2165 0.6655 -0.9598
H -5.0501 -0.5769 -1.9921
H -3.8902 0.1144 -0.9187
H -4.2476 -1.6490 -3.9774
H -2.4940 -1.6374 -4.2850

=====

(2)
Computed, not measured: 2 unconnected molecules or ions with the total composition C3H2NO2S at a distorted geometry, with the ωB97M-V functional and the def2-TZVPD basis.

## Properties
frontier orbital gap (spin up / spin down)	6.848 / 6.824	eV
total charge	-1
HOMO (spin up / spin down)	-4.82 / -4.86	eV
E_LUMO (spin up / spin down)	2.024 / 1.962	eV

Element x y z (Å)
C 1.9688 1.9030 -0.1316
C -0.4586 0.4955 -0.0521
C 1.9340 0.7114 0.4112
N 1.8854 2.9741 -0.5523
O 2.5823 -1.7247 1.1221
O 4.2597 -0.6294 -0.2459
S 2.7919 -0.6760 0.0415
H -0.6053 1.0986 0.8655
H -0.5395 -0.5066 0.3961

=====

(3)
Computed, not measured: a molecular structure, C35H33GeInN2O5P, with the ωB97M-V functional and the def2-TZVPD basis.

## Properties
frontier orbital gap (spin up / spin down)	8.206 / 5.815	eV
HOMO (spin up / spin down)	-8.11 / -8.12	eV
⟨S²⟩	0.758
E_LUMO (spin up / spin down)	0.096 / -2.303	eV
2S+1	2

Element x y z (Å)
In 0.0542 -0.3635 -0.1006
N -0.2040 1.9044 -0.7084
C 1.0640 2.2665 -1.3742
C 2.1838 2.0116 -0.3848
O 3.0266 2.8399 -0.1226
N 2.0800 0.7513 0.1827
C 2.6616 0.5653 1.3942
C 1.3456 0.6494 2.6047
O 1.8114 0.8516 3.6857
O 0.2195 0.4767 2.1135
H -0.4081 2.5411 0.0565
H -0.9647 1.9349 -1.3774
H 1.1832 1.5974 -2.2292
H 1.1011 3.3005 -1.7114
H 2.9716 -0.4560 1.5990
H 3.3729 1.3230 1.7132
O -1.8208 -1.3883 -3.7470
C -1.6582 -0.6711 -2.7823
O -0.5233 -0.3842 -2.2258
C -2.8746 0.0044 -2.1256
P -2.8815 -0.3077 -0.3190
C -4.4257 0.5036 0.2292
C -4.3824 1.8774 0.4645
C -5.5208 2.5676 0.8479
C -6.7171 1.8847 1.0167
C -6.7666 0.5159 0.7960
C -5.6282 -0.1751 0.4032
C -3.2986 -2.0759 -0.2022
C -3.3236 -2.6287 1.0782
C -3.6566 -3.9586 1.2683
C -3.9631 -4.7549 0.1723
C -3.9394 -4.2143 -1.1047
C -3.6123 -2.8775 -1.2967
H -3.8022 -0.3172 -2.5960
H -2.7829 1.0859 -2.2621
H -3.4450 2.4133 0.3545
H -5.4731 3.6341 1.0250
H -7.6069 2.4178 1.3244
H -7.6957 -0.0224 0.9304
H -5.6851 -1.2418 0.2298
H -3.0806 -2.0099 1.9344
H -3.6562 -4.3758 2.2668
H -4.2114 -5.7987 0.3148
H -4.1692 -4.8323 -1.9630
H -3.5789 -2.4844 -2.3046
C -0.0778 -3.6913 -1.6012
Ge 0.6273 -2.9547 0.0604
C -0.2362 -3.7330 1.6402
C -0.7068 -2.9605 2.6993
C -1.2525 -3.5564 3.8289
C -1.3468 -4.9390 3.9070
C -0.8871 -5.7225 2.8574
C -0.3269 -5.1215 1.7375
C 2.5379 -3.4028 0.1354
C 3.1135 -3.8682 -1.0206
C 4.4825 -4.2169 -1.0816
C 5.2693 -4.0850 0.0213
C 4.7218 -3.6276 1.2453
C 5.5273 -3.4986 2.4040
C 4.9926 -3.0896 3.5905
C 3.6142 -2.8013 3.6772
C 2.8183 -2.9095 2.5725
C 3.3437 -3.3018 1.3138
H -0.0246 -4.7812 -1.6025
H 0.4831 -3.2939 -2.4458
H -1.1147 -3.3863 -1.7274
H -0.6414 -1.8772 2.6551
H -1.5997 -2.9404 4.6494
H -1.7689 -5.4056 4.7881
H -0.9591 -6.8014 2.9137
H 0.0445 -5.7453 0.9311
H 2.5205 -3.9637 -1.9206
H 4.8988 -4.5826 -2.0114
H 6.3226 -4.3362 -0.0182
H 6.5821 -3.7359 2.3306
H 5.6190 -2.9910 4.4674
H 3.1853 -2.4873 4.6200
H 1.7603 -2.6965 2.6584

=====

(4)
Computed, not measured: a molecular structure, C16H19F3N3O3Pt at a distorted geometry, with the ωB97M-V functional and the def2-TZVPD basis.

## Properties
frontier orbital gap	6.864	eV
total charge	-1
HOMO	-3.99	eV
E_LUMO	2.879	eV

Element x y z (Å)
Pt 0.1217 -0.2589 -0.2793
C 2.1031 3.4931 -0.7323
C 0.9226 2.5402 -0.6797
O 1.2160 1.3317 -0.9927
C -0.3041 3.0676 -0.3231
C -1.5031 2.3246 -0.0987
C -2.7929 3.0588 0.1498
N -1.4799 1.0331 -0.0856
N -2.6921 0.3377 0.0108
C -2.4610 -0.9189 0.2308
O -1.2939 -1.4513 0.4625
C -3.6197 -1.8570 0.2129
C -3.3798 -3.2237 0.1361
C -4.4402 -4.1189 0.0668
C -5.7474 -3.6555 0.0833
C -5.9901 -2.2886 0.1729
C -4.9337 -1.3947 0.2354
H 3.0101 2.9346 -0.9551
H 2.2159 3.9968 0.2281
H 1.9589 4.2570 -1.5000
H -0.3546 4.1378 -0.1714
H -2.6340 4.1354 0.1148
H -3.2023 2.7765 1.1201
H -3.5338 2.7767 -0.5992
H -2.3542 -3.5676 0.1165
H -4.2417 -5.1815 -0.0027
H -6.5748 -4.3523 0.0214
H -7.0086 -1.9192 0.1916
H -5.1052 -0.3282 0.2935
C 5.6458 -0.1689 -0.5034
N 4.7577 0.1854 0.5775
C 5.3148 0.3801 1.8933
C 3.4030 0.0741 0.4198
O 2.6037 0.1440 1.3248
H 6.5171 0.4901 -0.5037
H 5.1224 -0.0576 -1.4522
H 5.9947 -1.2049 -0.4262
H 6.2235 0.9813 1.8186
H 5.5614 -0.5687 2.3831
H 4.5828 0.9012 2.5059
H 3.1128 -0.0582 -0.6284
F 0.2581 -2.7333 -1.6174
C 1.1137 -1.8494 -1.0266
F 2.0335 -1.5607 -2.0295
F 1.8538 -2.6394 -0.1634

=====

(5)
Computed, not measured: a molecular structure, C17H23InNO8 at a distorted geometry, with the ωB97M-V functional and the def2-TZVPD basis.

## Properties
frontier orbital gap	3.919	eV
total charge	-1
HOMO	-4.10	eV
E_LUMO	-0.186	eV

Element x y z (Å)
N 2.3024 0.9569 -2.7702
C 0.8476 0.7090 -2.6698
C 0.0535 1.9209 -2.1081
C -0.8731 1.5834 -0.9148
C -2.3196 1.2257 -1.3031
C -2.4616 0.0195 -2.2826
In -3.9178 0.4392 -3.9865
H 2.7280 0.4196 -2.0244
H 2.6053 0.4863 -3.6134
H 0.4156 0.4439 -3.6408
H 0.6471 -0.1324 -1.9800
H -0.4732 2.4772 -2.8925
H 0.8152 2.6236 -1.7294
H -0.9265 2.4962 -0.2900
H -0.3999 0.8230 -0.2762
H -2.8842 2.0746 -1.7123
H -2.8342 0.9438 -0.3729
H -2.8628 -0.8466 -1.7337
H -1.5201 -0.2900 -2.7561
H -3.1267 0.0366 -5.5719
H -5.3878 -0.5977 -3.8999
H -4.2987 2.2070 -3.8684
C 3.2929 -4.2866 -0.0643
C 2.9972 -3.0292 -0.4084
C 4.0643 -2.0457 -0.7690
O 3.7507 -0.9174 -1.0919
C 5.4563 -2.4890 -0.7117
C 5.7473 -3.7441 -0.3649
C 4.6823 -4.7339 -0.0293
O 5.0056 -5.8695 0.2629
O 7.0117 -4.1869 -0.2987
O 1.7342 -2.5931 -0.4477
H 2.5313 -5.0075 0.1962
H 6.2202 -1.7650 -0.9583
H 6.9425 -5.1180 -0.0298
H 1.7764 -1.6615 -0.7272
C -2.9572 1.3355 5.4007
C -2.7834 0.5570 4.3301
C -2.4680 1.1276 2.9873
O -2.3009 0.3754 2.0529
C -2.3787 2.5824 2.8615
C -2.5560 3.3596 3.9318
C -2.8448 2.7878 5.2792
O -2.9800 3.5408 6.2259
O -2.4838 4.6989 3.8578
O -2.8802 -0.7771 4.3989
H -3.1836 0.9331 6.3781
H -2.1668 2.9847 1.8798
H -2.6465 5.0145 4.7611
H -2.7115 -1.0927 3.4938

=====

Result set for E: -2513.43314 -718.72825 -4447.70266 -1430.07735 -1508.30472 Eh, one per record in the order listed.